[1]
{"formula": "C33H36I2N5O4RbS2", "method": "wB97M-V/def2-TZVPD", "symbols": ["Rb", "N", "C", "C", "C", "C", "C", "C", "S", "O", "O", "N", "C", "N", "C", "C", "C", "N", "H", "H", "H", "H", "H", "H", "H", "H", "H", "O", "C", "C", "C", "C", "C", "C", "C", "C", "N", "H", "H", "H", "H", "H", "H", "H", "H", "H", "H", "H", "I", "C", "I", "H", "H", "O", "S", "C", "C", "C", "C", "C", "C", "C", "C", "C", "C", "C", "C", "C", "C", "H", "H", "H", "H", "H", "H", "H", "H", "H", "H", "H", "H", "H", "H"], "coordinates": [[0.699, 1.100, -1.699], [-1.614, 7.333, 5.067], [-1.613, 6.595, 3.859], [-2.793, 6.392, 3.143], [-2.801, 5.627, 1.988], [-1.633, 5.034, 1.521], [-0.453, 5.214, 2.234], [-0.452, 5.994, 3.388], [-0.395, 3.858, -0.499], [-1.760, 4.280, 0.369], [0.260, 2.781, 0.285], [-1.049, 3.238, -1.816], [-2.115, 2.401, -1.896], [-2.454, 2.029, -3.165], [-3.591, 1.363, -3.343], [-4.405, 0.961, -2.296], [-3.898, 1.223, -1.032], [-2.773, 1.897, -0.813], [-2.347, 8.021, 5.122], [-0.726, 7.747, 5.291], [-3.720, 6.842, 3.496], [-3.718, 5.476, 1.427], [0.468, 4.732, 1.917], [0.478, 6.124, 3.939], [-3.842, 1.116, -4.375], [-5.340, 0.439, -2.453], [-4.411, 0.851, -0.144], [-0.845, -1.678, -0.349], [-1.203, -2.867, -1.062], [-2.264, -2.621, -2.110], [-1.871, -1.567, -3.146], [-0.619, -1.929, -3.895], [-0.665, -2.676, -5.068], [0.520, -2.994, -5.715], [1.719, -2.554, -5.176], [1.676, -1.812, -4.005], [0.540, -1.503, -3.374], [-1.629, -1.323, 0.084], [-1.550, -3.639, -0.370], [-0.283, -3.223, -1.527], [-3.196, -2.304, -1.623], [-2.473, -3.575, -2.600], [-1.719, -0.616, -2.646], [-2.696, -1.433, -3.848], [-1.625, -2.995, -5.469], [0.506, -3.572, -6.632], [2.670, -2.764, -5.655], [2.590, -1.435, -3.556], [3.211, 1.457, -5.433], [1.365, 1.854, -6.422], [-0.285, 2.056, -5.085], [1.191, 1.036, -7.109], [1.500, 2.782, -6.960], [2.900, 0.261, -0.615], [2.995, -0.442, 0.707], [2.733, -2.179, 0.228], [2.738, -3.221, 1.317], [1.779, -4.230, 1.297], [1.765, -5.215, 2.274], [2.708, -5.197, 3.294], [3.669, -4.195, 3.322], [3.691, -3.218, 2.335], [1.413, -0.098, 1.533], [1.339, -0.668, 2.925], [2.159, -0.167, 3.934], [2.116, -0.706, 5.212], [1.246, -1.750, 5.498], [0.417, -2.249, 4.501], [0.465, -1.710, 3.222], [3.549, -2.337, -0.481], [1.798, -2.178, -0.337], [1.028, -4.235, 0.508], [1.012, -5.994, 2.243], [2.693, -5.960, 4.065], [4.408, -4.171, 4.120], [4.446, -2.437, 2.368], [0.634, -0.483, 0.869], [1.362, 0.993, 1.541], [2.834, 0.658, 3.715], [2.758, -0.305, 5.989], [1.212, -2.172, 6.498], [-0.264, -3.064, 4.718], [-0.172, -2.107, 2.437]], "forces_ev_per_angstrom": [[0.1, -0.8, -0.7], [-0.1, -0.3, -0.3], [0.0, 0.1, 0.1], [-0.1, 0.1, 0.0], [-0.1, 0.0, 0.0], [0.1, 0.0, 0.0], [0.1, -0.1, 0.0], [0.1, 0.0, 0.0], [-0.2, 0.1, 0.1], [0.0, 0.0, 0.2], [-0.1, 0.2, 0.4], [-0.9, 0.2, 0.1], [-0.2, -0.2, 0.1], [-0.2, 0.1, 0.0], [0.4, 0.1, 0.0], [0.0, 0.0, 0.0], [0.3, 0.1, 0.1], [0.0, 0.1, -0.1], [-0.1, 0.0, 0.0], [0.1, 0.0, 0.0], [0.2, -0.1, -0.1], [0.1, 0.0, 0.1], [-0.2, 0.1, 0.0], [-0.1, 0.0, -0.1], [0.1, 0.0, 0.1], [0.1, 0.0, 0.0], [0.1, 0.1, -0.1], [0.0, -0.1, -0.1], [0.1, 0.1, 0.2], [-0.2, 0.1, 0.0], [0.0, -0.1, -0.1], [0.1, 0.1, 0.0], [-0.1, -0.1, 0.0], [0.0, 0.0, 0.0], [0.1, 0.0, 0.0], [-0.2, 0.0, 0.0], [0.1, -0.1, -0.1], [-0.1, 0.0, 0.0], [0.0, 0.0, 0.1], [0.0, 0.1, 0.0], [0.1, 0.0, 0.0], [0.0, 0.0, -0.1], [0.0, 0.1, 0.0], [0.0, 0.0, 0.0], [0.2, 0.1, 0.1], [0.0, 0.0, 0.0], [-0.1, 0.0, 0.1], [0.0, 0.0, 0.0], [0.0, 0.0, 0.0], [0.0, 0.0, 0.1], [0.0, 0.0, -0.2], [0.0, 0.0, 0.0], [0.0, 0.1, 0.0], [0.5, -0.2, 0.2], [0.0, -0.1, 0.1], [0.0, 0.0, 0.1], [0.0, 0.1, 0.0], [-0.1, 0.0, -0.1], [0.0, 0.0, 0.0], [0.0, 0.0, 0.0], [0.0, 0.0, 0.0], [0.0, 0.0, 0.0], [0.0, -0.1, 0.1], [0.0, 0.0, -0.1], [0.0, 0.1, 0.0], [0.0, 0.0, 0.0], [0.0, 0.0, 0.0], [0.0, 0.0, 0.0], [0.0, 0.0, 0.0], [0.0, 0.0, 0.0], [0.0, 0.0, 0.0], [0.1, 0.0, 0.1], [0.0, 0.0, 0.0], [0.0, 0.1, -0.1], [-0.1, 0.0, -0.1], [-0.1, -0.1, 0.0], [0.0, 0.0, 0.2], [0.0, 0.0, 0.0], [-0.1, -0.1, 0.0], [-0.1, 0.0, -0.1], [0.0, 0.0, -0.1], [0.0, 0.1, 0.0], [0.1, 0.0, 0.1]], "lowdin_charge": [0.791, 0.074, -0.335, -0.041, -0.015, -0.322, -0.031, -0.039, 0.835, -0.271, -0.616, -0.319, -0.558, -0.020, -0.176, -0.080, -0.147, 0.128, 0.075, 0.074, 0.109, 0.120, 0.095, 0.110, 0.111, 0.095, 0.108, -0.104, -0.254, -0.159, -0.144, -0.299, -0.015, -0.059, -0.065, -0.161, 0.072, 0.099, 0.118, 0.109, 0.119, 0.121, 0.079, 0.117, 0.119, 0.109, 0.107, 0.096, 0.715, -1.161, 0.871, -0.047, -0.050, -0.705, 0.951, -0.259, -0.265, -0.048, -0.079, -0.089, -0.074, -0.046, -0.278, -0.266, -0.046, -0.079, -0.089, -0.075, -0.042, 0.103, 0.081, 0.105, 0.103, 0.103, 0.107, 0.112, 0.063, 0.085, 0.118, 0.104, 0.102, 0.105, 0.109], "homo_ev": -7.236, "lumo_energy_ev": 0.124, "de_lowest_kcal_mol": 35.3, "total_charge": 0, "gap_ev": 7.360}


[2]
{"formula": "C8H8FN2O2", "method": "wB97M-V/def2-TZVPD", "symbols": ["C", "C", "C", "C", "C", "C", "C", "C", "N", "N", "O", "O", "F", "H", "H", "H", "H", "H", "H", "H", "H"], "coordinates": [[1.806, 2.183, -0.927], [0.873, 1.218, -0.648], [3.147, 1.920, -0.787], [2.601, -0.119, 0.183], [1.281, -0.001, -0.126], [-3.778, -0.016, -0.172], [-1.463, -2.246, 0.944], [-0.638, -1.117, 0.886], [3.469, 0.781, -0.193], [0.430, -1.056, 0.029], [-4.349, -0.914, -0.756], [-3.741, 0.491, 0.915], [-2.592, 0.494, -1.013], [1.478, 3.072, -1.542], [-0.149, 1.316, -0.878], [3.980, 2.405, -1.142], [3.049, -1.017, 0.725], [-0.869, -3.036, 0.453], [-1.475, -2.199, 2.066], [-2.389, -1.996, 0.638], [-0.670, -0.163, 1.345]], "forces_ev_per_angstrom": [[-0.5, 2.2, -2.5], [0.4, -0.4, 0.3], [-1.8, -2.3, 1.2], [1.9, -1.4, 0.9], [-1.5, 0.5, 0.6], [1.2, -1.0, -0.8], [2.8, -1.2, 2.9], [7.1, 3.8, -5.8], [2.1, -0.1, 0.5], [-3.8, -2.6, 2.6], [-0.3, 0.3, -0.1], [-0.3, 0.7, 0.9], [-0.4, 0.0, 0.1], [0.3, -0.8, 1.1], [-1.2, 0.3, -0.3], [1.3, 1.8, -0.8], [-0.9, 1.1, -0.8], [-1.0, -0.1, 0.4], [-0.6, -1.7, -0.4], [-3.4, 0.3, -1.4], [-1.3, 0.6, 1.4]], "lowdin_charge": [-0.085, -0.011, -0.173, -0.134, -0.335, -0.769, -0.048, -0.168, 0.025, 0.091, -0.008, 0.004, -0.168, 0.117, 0.095, 0.068, 0.128, 0.107, 0.117, 0.030, 0.117], "homo_ev": -5.458, "lumo_energy_ev": 3.401, "de_lowest_kcal_mol": 0.0, "total_charge": -1, "gap_ev": 8.860}


[3]
{"formula": "C7H9N", "method": "wB97M-V/def2-TZVPD", "symbols": ["C", "C", "C", "C", "C", "C", "C", "H", "H", "H", "H", "H", "H", "H", "H", "H", "N"], "coordinates": [[1.550, -0.776, -0.048], [1.284, 0.740, 0.082], [-0.104, 1.089, 0.594], [-0.601, -0.167, 0.966], [-1.786, -0.188, -0.236], [0.112, -1.144, 0.110], [0.056, 0.777, -0.866], [1.951, -0.688, -1.175], [2.049, -1.642, 0.684], [2.120, 1.476, -0.180], [-0.258, 2.062, 0.875], [-1.059, -0.186, 2.089], [-2.298, -1.050, -0.233], [-2.216, 0.768, -0.588], [-0.123, -2.249, 0.286], [-0.257, 1.666, -1.372], [-0.421, -0.490, -0.988]], "forces_ev_per_angstrom": [[2.2, -1.3, 0.8], [2.2, 1.7, -1.9], [4.7, 0.0, -0.7], [-7.7, -0.5, 5.2], [4.4, 1.0, 0.5], [1.3, -2.8, 0.7], [3.0, 3.9, 1.4], [-0.8, -1.7, 2.5], [0.0, 3.2, -1.6], [-1.3, -1.0, 0.8], [-0.9, 1.8, 1.2], [1.6, -0.7, -2.4], [-2.6, -2.7, -0.1], [-0.2, -0.9, 0.5], [0.0, 1.6, -0.7], [0.2, -0.3, -1.5], [-6.1, -1.2, -4.8]], "lowdin_charge": [-0.105, -0.132, -0.216, -0.189, 0.046, -0.362, -0.281, 0.164, 0.164, 0.148, 0.124, 0.181, 0.053, 0.124, 0.178, 0.148, -0.045], "homo_ev": -8.567, "lumo_energy_ev": 1.049, "smiles": "C1[C@@H]2[C@@H]3[C@H]4CN([C@H]23)[C@@H]14", "de_lowest_kcal_mol": 151.6, "total_charge": 0, "gap_ev": 9.615}


[4]
{"formula": "C17H20BiIN4O2S", "method": "wB97M-V/def2-TZVPD", "symbols": ["Bi", "C", "N", "C", "C", "C", "C", "C", "C", "C", "C", "H", "H", "H", "H", "H", "H", "H", "H", "H", "H", "H", "H", "N", "N", "H", "H", "H", "H", "S", "C", "N", "I", "C", "C", "C", "C", "C", "C", "C", "O", "O", "H", "H", "H", "H"], "coordinates": [[0.703, 0.458, -0.080], [2.059, 0.377, -3.292], [1.549, -0.666, -2.404], [0.603, -1.531, -3.115], [2.634, -1.465, -1.831], [2.124, -2.292, -0.673], [2.496, -3.623, -0.529], [2.027, -4.368, 0.545], [1.185, -3.782, 1.480], [0.816, -2.448, 1.341], [1.276, -1.694, 0.263], [2.560, -0.046, -4.173], [2.777, 1.002, -2.757], [1.231, 1.004, -3.622], [1.115, -2.105, -3.901], [-0.167, -0.922, -3.584], [0.132, -2.229, -2.424], [3.409, -0.776, -1.477], [3.101, -2.102, -2.594], [3.149, -4.082, -1.265], [2.318, -5.407, 0.650], [0.812, -4.361, 2.317], [0.156, -2.005, 2.079], [-1.486, 3.335, -0.241], [-1.305, 2.270, 0.695], [-2.365, 3.811, -0.090], [-1.497, 2.923, -1.164], [-2.152, 1.739, 0.870], [-0.979, 2.655, 1.570], [-0.349, -0.037, 4.636], [0.238, 0.339, 3.198], [0.666, 0.608, 2.129], [-7.375, -2.273, -3.432], [-5.546, -1.491, -2.795], [-4.969, -1.972, -1.630], [-3.752, -1.451, -1.213], [-3.124, -0.456, -1.954], [-3.719, 0.021, -3.116], [-4.934, -0.496, -3.545], [-1.803, 0.112, -1.524], [-1.271, 1.040, -2.141], [-1.288, -0.415, -0.456], [-5.457, -2.746, -1.053], [-3.276, -1.817, -0.312], [-3.223, 0.803, -3.676], [-5.398, -0.128, -4.451]], "forces_ev_per_angstrom": [[-0.1, -0.1, -0.4], [0.0, 0.0, 0.0], [-0.1, 0.0, -0.1], [0.0, 0.1, 0.0], [0.0, 0.0, 0.1], [0.0, 0.1, 0.0], [0.0, -0.1, 0.0], [0.0, 0.0, 0.0], [0.0, 0.0, 0.0], [0.0, 0.0, -0.1], [0.1, -0.1, 0.1], [0.0, 0.0, 0.0], [0.0, 0.0, 0.0], [0.0, 0.0, 0.0], [0.0, 0.0, 0.0], [0.0, 0.1, 0.0], [0.0, 0.0, 0.0], [0.0, 0.0, 0.0], [0.0, 0.0, 0.0], [0.0, 0.0, 0.0], [0.0, 0.0, 0.0], [0.0, 0.0, 0.0], [0.1, 0.0, 0.0], [0.1, 0.0, 0.1], [0.1, 0.0, -0.2], [-0.1, 0.0, 0.0], [0.0, -0.1, -0.1], [-0.1, 0.0, 0.1], [0.0, 0.0, 0.1], [0.0, 0.0, 0.0], [-0.1, -0.1, -0.1], [-0.1, 0.0, 0.5], [0.0, 0.0, 0.0], [-0.1, 0.0, 0.0], [0.1, 0.0, 0.0], [0.0, -0.1, 0.0], [0.1, 0.0, 0.0], [-0.1, 0.0, 0.0], [0.1, 0.0, 0.0], [-0.2, 0.3, 0.1], [0.0, -0.3, 0.0], [0.2, 0.0, -0.1], [0.0, 0.0, 0.0], [0.0, 0.0, 0.0], [0.0, 0.0, 0.0], [0.0, 0.0, 0.0]], "lowdin_charge": [1.789, -0.103, -0.375, -0.071, -0.199, -0.278, -0.049, -0.081, -0.080, -0.112, -0.292, 0.093, 0.082, 0.086, 0.097, 0.083, 0.096, 0.124, 0.125, 0.110, 0.102, 0.105, 0.075, -0.047, -0.142, 0.066, 0.032, 0.081, 0.068, 0.570, -0.994, -0.177, 0.868, -0.733, -0.141, -0.009, -0.135, -0.012, -0.143, -0.631, -0.054, -0.223, 0.095, 0.121, 0.120, 0.094], "homo_ev": -8.455, "lumo_energy_ev": -0.087, "de_lowest_kcal_mol": 0.0, "total_charge": 0, "gap_ev": 8.367}


[5]
{"formula": "C5H13NS", "method": "wB97M-V/def2-TZVPD", "symbols": ["C", "C", "S", "C", "N", "C", "C", "H", "H", "H", "H", "H", "H", "H", "H", "H", "H", "H", "H", "H"], "coordinates": [[1.074, 1.512, 0.390], [1.730, 0.690, 1.502], [1.204, 1.144, 3.170], [-0.300, 0.998, -0.104], [-0.266, -0.333, -0.635], [-1.548, -0.866, -1.049], [-1.347, -2.270, -1.603], [1.670, 1.326, -0.512], [0.922, 2.549, 0.679], [1.576, -0.331, 1.242], [2.815, 0.766, 1.419], [1.522, 2.444, 3.097], [-0.969, 0.984, 0.776], [-0.597, 1.772, -0.812], [0.303, -1.053, -0.228], [-2.218, -1.004, -0.191], [-1.943, -0.246, -1.850], [-2.064, -3.058, -1.374], [-1.149, -2.294, -2.678], [-0.415, -2.729, -1.239]], "forces_ev_per_angstrom": [[-0.6, -1.3, -0.7], [0.6, 1.2, -0.7], [-0.3, -0.5, 0.2], [0.5, -0.1, 2.3], [-0.1, 0.2, -1.7], [0.4, -1.2, 0.3], [1.3, -1.1, -0.7], [0.4, 0.9, 0.1], [0.5, 0.2, -0.2], [-0.5, -1.1, 0.6], [0.0, 0.3, 0.2], [0.1, -0.1, -0.2], [-0.3, 0.6, -0.2], [-0.5, -0.5, -0.3], [0.2, 0.4, 0.5], [-0.4, 0.7, -0.1], [-0.4, 0.3, 0.3], [-0.6, 0.5, 0.0], [-0.4, 0.2, -0.1], [0.0, 0.3, 0.4]], "lowdin_charge": [-0.262, -0.590, 0.696, -0.264, -0.102, -0.287, -0.106, 0.111, 0.097, 0.047, 0.066, -0.146, 0.112, 0.117, 0.090, 0.109, 0.112, 0.067, 0.069, 0.065], "homo_ev": -8.504, "lumo_energy_ev": 0.992, "smiles": "CCNCCCS", "de_lowest_kcal_mol": 21.4, "total_charge": 0, "gap_ev": 9.496}


[6]
{"formula": "C5H6O3", "method": "wB97M-V/def2-TZVPD", "symbols": ["C", "C", "C", "C", "C", "H", "H", "H", "H", "H", "H", "O", "O", "O"], "coordinates": [[0.585, -0.806, 0.480], [0.455, -0.599, 1.985], [-0.570, 0.021, 1.112], [-0.676, 0.453, -1.046], [-0.242, -1.019, -0.806], [2.539, -0.328, 0.291], [0.053, -1.352, 2.693], [1.273, 0.023, 2.333], [-1.481, -0.548, 1.038], [-1.073, -1.691, -0.570], [0.371, -1.514, -1.568], [1.639, 0.028, 0.125], [-0.702, 1.111, 0.139], [-0.811, 1.001, -2.085]], "forces_ev_per_angstrom": [[-0.3, -0.4, 0.1], [-0.9, -0.4, 0.7], [0.1, 1.2, -0.9], [1.2, -0.5, -0.7], [0.8, -1.9, 0.8], [-1.3, -0.1, 0.0], [0.3, 0.7, -0.5], [0.0, -0.4, 0.1], [-0.1, -0.1, 0.5], [-0.1, 0.2, -0.4], [-0.4, 0.7, -0.3], [1.5, 1.0, -0.9], [-0.2, -0.2, 2.0], [-0.5, 0.2, -0.5]], "lowdin_charge": [-0.383, 0.033, -0.174, -0.474, -0.003, 0.136, 0.124, 0.120, 0.138, 0.126, 0.128, -0.006, 0.076, 0.159], "homo_ev": -9.116, "lumo_energy_ev": 0.581, "smiles": "O=C1C[C@]2(O)C[C@H]2O1", "de_lowest_kcal_mol": 86.6, "total_charge": 0, "gap_ev": 9.697}


[7]
{"formula": "CF3N3", "method": "wB97M-V/def2-TZVPD", "symbols": ["C", "N", "N", "N", "F", "F", "F"], "coordinates": [[0.526, -0.158, -0.029], [1.618, 0.425, 0.654], [1.475, 0.720, -0.551], [-0.940, 0.328, 0.319], [0.547, -1.552, -0.364], [-1.460, 0.876, -0.806], [-1.766, -0.639, 0.777]], "forces_ev_per_angstrom": [[-3.0, -2.8, 0.2], [-0.5, -0.3, -0.3], [-0.1, 0.1, 0.0], [3.7, 1.5, 1.4], [0.2, 2.8, 0.6], [-0.6, -0.7, -0.8], [0.2, -0.7, -1.0]], "lowdin_charge": [-0.444, 0.221, 0.209, -0.051, 0.019, 0.012, 0.034], "homo_ev": -11.059, "lumo_energy_ev": -0.960, "smiles": "FN(F)C1(F)N=N1", "de_lowest_kcal_mol": 18.8, "total_charge": 0, "gap_ev": 10.099}


[8]
{"formula": "C6H10O", "method": "wB97M-V/def2-TZVPD", "symbols": ["C", "C", "C", "C", "C", "C", "O", "H", "H", "H", "H", "H", "H", "H", "H", "H", "H"], "coordinates": [[-2.143, 0.222, -0.274], [-0.796, 0.282, 0.428], [-0.106, -1.113, 0.451], [1.195, -1.159, -0.306], [1.914, -0.056, -0.485], [1.333, 1.253, -0.023], [-0.059, 1.282, -0.256], [-2.826, -0.457, 0.247], [-2.002, -0.137, -1.300], [-2.596, 1.218, -0.318], [-0.937, 0.614, 1.471], [-0.792, -1.876, 0.063], [0.099, -1.396, 1.493], [1.541, -2.125, -0.667], [2.873, -0.072, -0.997], [1.546, 1.423, 1.049], [1.754, 2.098, -0.576]], "forces_ev_per_angstrom": [[0.0, 0.0, 0.0], [-0.2, -0.1, 0.1], [0.0, 0.0, -0.1], [0.1, 0.1, 0.0], [-0.1, -0.1, 0.0], [0.2, 0.0, 0.0], [0.0, 0.0, -0.1], [0.1, 0.1, -0.1], [0.0, 0.0, 0.2], [0.1, -0.1, 0.0], [0.0, 0.0, -0.1], [0.1, 0.1, 0.0], [-0.1, 0.0, -0.1], [0.0, 0.1, 0.0], [-0.1, 0.0, 0.1], [0.0, 0.0, -0.1], [-0.1, -0.1, 0.1]], "lowdin_charge": [-0.048, -0.394, -0.133, -0.098, -0.075, -0.204, -0.122, 0.082, 0.090, 0.081, 0.141, 0.108, 0.118, 0.102, 0.101, 0.129, 0.122], "homo_ev": -9.364, "lumo_energy_ev": 1.138, "smiles": "C[C@H]1CC=CCO1", "de_lowest_kcal_mol": 12.1, "total_charge": 0, "gap_ev": 10.501}